Record 1
{
  "formula": "C23H33N4OPPtSi",
  "method": "ωB97M-V/def2-TZVPD",
  "molar_mass_g_mol": 635.68,
  "lumo_energy_ev": [-0.386, -1.754],
  "e_homo_ev": [-4.33, -8.13],
  "s_squared": 6.07,
  "multiplicity": 5,
  "species": ["Pt", "Si", "P", "N", "H", "C", "H", "H", "H", "C", "H", "H", "H", "C", "H", "H", "H", "C", "H", "H", "H", "H", "H", "C", "C", "C", "C", "C", "C", "H", "H", "H", "H", "H", "C", "O", "C", "H", "H", "H", "C", "H", "H", "H", "N", "C", "C", "C", "C", "C", "C", "C", "N", "C", "C", "N", "C", "H", "H", "H", "H", "H", "H", "H"],
  "positions_angstrom": [[-0.447, -0.344, -0.292], [-0.110, -2.258, -1.452], [0.168, 0.876, -2.036], [-2.143, 0.441, 0.369], [4.241, 1.366, 0.111], [0.509, 2.578, -1.502], [0.785, 3.188, -2.374], [1.336, 2.583, -0.778], [-0.383, 3.004, -1.026], [1.699, 0.401, -2.899], [1.946, 1.194, -3.617], [1.560, -0.540, -3.440], [2.517, 0.281, -2.168], [-1.128, 1.001, -3.300], [-0.769, 1.647, -4.112], [-2.028, 1.434, -2.851], [-1.363, 0.008, -3.694], [1.640, -2.939, -1.367], [2.000, -3.031, -0.339], [2.347, -2.290, -1.891], [1.651, -3.932, -1.834], [-0.995, -3.317, -0.891], [-0.454, -2.109, -2.900], [-3.376, 0.218, -0.026], [-5.723, 0.916, 0.054], [-4.419, 1.074, 0.470], [-3.756, -0.831, -0.930], [-5.072, -0.964, -1.341], [-6.068, -0.105, -0.854], [-6.500, 1.581, 0.425], [-4.122, 1.854, 1.177], [-2.978, -1.509, -1.281], [-5.332, -1.753, -2.045], [-7.102, -0.239, -1.182], [3.928, 0.451, 0.610], [2.868, -0.104, -0.105], [3.457, 0.792, 2.033], [4.175, 1.410, 2.594], [3.301, -0.144, 2.586], [2.491, 1.306, 1.982], [5.202, -0.422, 0.575], [6.117, 0.189, 0.552], [5.193, -1.068, -0.310], [5.249, -1.043, 1.477], [-0.288, 1.583, 10.244], [-0.250, 1.199, 9.138], [-0.195, 0.713, 7.789], [-1.012, 1.276, 6.795], [-0.954, 0.801, 5.482], [-0.095, -0.263, 5.179], [0.731, -0.824, 6.161], [0.683, -0.330, 7.464], [-0.035, -0.771, 3.872], [0.640, -1.933, 3.467], [0.524, -2.023, 2.114], [-0.196, -0.918, 1.678], [-0.557, -0.195, 2.743], [-1.692, 2.085, 7.054], [-1.578, 1.240, 4.700], [1.426, -1.634, 5.913], [1.330, -0.760, 8.233], [1.128, -2.594, 4.157], [0.892, -2.758, 1.418], [-1.143, 0.713, 2.730]]
}

---

Record 2
{
  "formula": "C3H11NO3",
  "method": "ωB97M-V/def2-TZVPD",
  "molar_mass_g_mol": 109.12,
  "lumo_energy_ev": [-5.431, -8.805],
  "e_homo_ev": [-14.65, -14.65],
  "charge": 1,
  "de_lowest_kcal_mol": 73.3,
  "s_squared": 0.78,
  "multiplicity": 2,
  "species": ["C", "C", "C", "N", "H", "H", "H", "H", "H", "H", "H", "O", "H", "H", "O", "H", "H", "O"],
  "positions_angstrom": [[2.374, 0.154, -0.193], [1.766, 0.974, -1.081], [1.082, -1.828, 0.282], [2.129, -1.237, -0.090], [3.127, 0.599, 0.561], [0.862, 0.648, -1.523], [1.962, 1.929, -1.352], [0.966, -2.756, -0.246], [0.251, -1.451, 0.999], [-2.633, 1.462, -3.413], [-1.240, 1.123, -2.938], [-1.727, 1.558, -3.683], [-1.250, -1.048, 3.007], [-0.423, -1.995, 3.826], [-0.706, -1.053, 3.816], [-2.641, 0.363, 0.513], [-1.555, 1.503, 0.548], [-2.344, 1.056, 0.967]]
}

---

Record 3
{
  "formula": "C19H42N3O2P",
  "method": "ωB97M-V/def2-TZVPD",
  "molar_mass_g_mol": 375.54,
  "lumo_energy_ev": -1.255,
  "e_homo_ev": -7.28,
  "species": ["C", "P", "C", "C", "C", "N", "C", "C", "C", "O", "O", "H", "H", "H", "H", "H", "H", "H", "H", "H", "H", "H", "H", "C", "C", "N", "C", "C", "C", "C", "H", "H", "H", "H", "H", "H", "H", "H", "H", "H", "H", "H", "H", "H", "H", "C", "C", "N", "C", "C", "C", "C", "H", "H", "H", "H", "H", "H", "H", "H", "H", "H", "H", "H", "H", "H", "H"],
  "positions_angstrom": [[-0.246, -4.485, 1.381], [-0.425, -4.826, -0.417], [0.421, -6.474, -0.587], [0.819, -3.633, -1.117], [1.743, -3.995, -2.214], [2.184, -2.927, -2.784], [1.611, -1.711, -2.159], [0.280, -2.306, -1.691], [-0.588, -1.447, -0.793], [-0.561, -1.671, 0.432], [-1.238, -0.572, -1.405], [0.554, -3.766, 1.547], [0.022, -5.402, 1.902], [-1.156, -4.044, 1.765], [1.261, -6.459, -1.278], [0.808, -6.801, 0.376], [-0.319, -7.194, -0.919], [1.512, -3.355, -0.303], [2.031, -4.970, -2.581], [2.825, -2.898, -3.563], [2.231, -1.484, -1.288], [1.544, -0.863, -2.829], [-0.233, -2.531, -2.628], [4.662, 0.514, 3.758], [4.968, 1.101, 2.389], [4.659, 0.197, 1.296], [5.184, 0.640, 0.019], [4.634, 1.940, -0.586], [3.300, -0.320, 1.276], [2.136, 0.676, 1.202], [5.184, -0.433, 3.901], [4.992, 1.206, 4.534], [3.595, 0.347, 3.906], [6.038, 1.318, 2.338], [4.449, 2.069, 2.297], [5.049, -0.172, -0.703], [6.267, 0.750, 0.135], [3.636, 1.808, -1.001], [5.283, 2.266, -1.402], [4.598, 2.747, 0.145], [3.162, -0.940, 2.165], [3.228, -1.022, 0.439], [2.281, 1.525, 1.872], [1.212, 0.173, 1.492], [1.984, 1.061, 0.195], [-5.752, 5.312, -0.227], [-4.663, 4.299, 0.097], [-5.173, 2.963, 0.332], [-4.178, 2.059, 0.894], [-2.957, 1.697, 0.042], [-5.995, 2.411, -0.729], [-5.378, 2.288, -2.130], [-6.509, 5.334, 0.558], [-5.314, 6.308, -0.309], [-6.245, 5.097, -1.176], [-4.160, 4.619, 1.013], [-3.903, 4.331, -0.701], [-4.689, 1.138, 1.188], [-3.831, 2.510, 1.830], [-3.192, 0.988, -0.745], [-2.201, 1.216, 0.663], [-2.498, 2.578, -0.411], [-6.901, 3.018, -0.806], [-6.342, 1.428, -0.402], [-4.820, 3.183, -2.410], [-6.172, 2.154, -2.869], [-4.710, 1.433, -2.212]]
}

---

Asked for total energy across the records above, the calculation gives -52802.4720, -10909.9990, -38235.7925 eV in order.